This record from the OMol25 dataset describes one molecule with the formula C27H43NO8 at a distorted geometry. The level of theory is ωB97M-V/def2-TZVPD.

* gap between HOMO and LUMO: 9.24 eV
* multiplicity: 1
* energy relative to the best compared isomer or geometry (same formula, charge and spin): 37.3 kJ/mol
* LUMO level: 0.68 eV
* electronic energy: -1711.3044 a.u.
* SMILES: C=C[C@@]1(C)CC(=O)[C@]2(O)[C@@]3(C)[C@@H](O)CCC(C)(C)[C@@H]3[C@H](OC(=O)CCN(C)C)[C@H](OC(C)=O)[C@@]2(C)O1
* HOMO level: -8.57 eV

Each line ends with the Löwdin charge.
Atoms and positions in Å:
C: -4.521 -2.768 1.055  0.0558
C: -4.705 -2.185 -0.114  -0.1030
C: -3.622 -1.527 -0.943  -0.4714
C: -3.498 -2.294 -2.269  0.0012
C: -4.065 -0.061 -1.243  -0.0048
C: -2.838 0.752 -1.549  -0.3202
O: -2.591 1.184 -2.648  0.1153
C: -1.870 0.714 -0.370  -0.2819
O: -2.575 0.799 0.856  0.0299
C: -0.800 1.838 -0.346  -0.2379
C: 0.088 1.882 -1.591  0.0105
C: -1.571 3.201 -0.290  -0.2868
O: -2.967 2.992 -0.356  -0.0083
C: -1.179 4.023 0.938  -0.1144
C: 0.338 4.082 1.039  -0.1315
C: 0.951 2.722 1.430  -0.4701
C: 2.377 2.641 0.879  -0.0283
C: 1.041 2.660 2.962  -0.0298
C: 0.005 1.585 0.957  -0.1178
C: 0.646 0.187 0.980  -0.1388
O: 1.692 -0.008 0.027  -0.0066
C: 2.754 -0.724 0.421  -0.4934
O: 2.918 -1.140 1.539  0.1194
C: 3.739 -0.892 -0.702  -0.0527
C: 5.049 -0.141 -0.346  -0.1935
N: 6.171 -0.377 -1.218  -0.2867
C: 6.696 -1.722 -1.165  -0.1054
C: 5.971 0.075 -2.577  -0.1060
C: -0.406 -0.927 0.797  -0.1270
O: 0.272 -2.173 0.723  0.0453
C: -0.053 -3.118 1.617  -0.5055
C: 0.833 -4.320 1.441  0.0377
O: -0.916 -2.998 2.444  0.1183
C: -1.317 -0.748 -0.440  -0.2965
C: -0.594 -1.168 -1.720  0.0460
O: -2.433 -1.595 -0.161  -0.0545
H: -3.549 -2.824 1.515  0.0561
H: -5.338 -3.220 1.589  0.0591
H: -5.684 -2.142 -0.572  0.1147
H: -3.018 -3.253 -2.090  0.0964
H: -4.490 -2.477 -2.675  0.0897
H: -2.926 -1.731 -3.001  0.0804
H: -4.743 -0.052 -2.096  0.1393
H: -4.567 0.370 -0.376  0.1364
H: -2.963 -0.072 1.034  0.1118
H: -0.527 1.873 -2.485  0.0875
H: 0.664 2.803 -1.586  0.0852
H: 0.781 1.054 -1.622  0.0696
H: -1.277 3.775 -1.184  0.1521
H: -3.400 3.851 -0.291  0.1150
H: -1.586 5.033 0.833  0.1221
H: -1.618 3.576 1.830  0.1264
H: 0.733 4.406 0.074  0.1182
H: 0.633 4.830 1.777  0.1207
H: 2.905 3.564 1.117  0.0934
H: 2.386 2.507 -0.197  0.0774
H: 2.925 1.822 1.337  0.0814
H: 1.732 3.418 3.325  0.0884
H: 1.404 1.692 3.298  0.0843
H: 0.069 2.837 3.417  0.0889
H: -0.764 1.518 1.733  0.1498
H: 1.097 0.023 1.968  0.1558
H: 3.961 -1.955 -0.804  0.1241
H: 3.313 -0.510 -1.629  0.1176
H: 4.849 0.934 -0.346  0.1204
H: 5.342 -0.435 0.665  0.1247
H: 7.667 -1.736 -1.659  0.0838
H: 6.051 -2.464 -1.660  0.0809
H: 6.831 -2.014 -0.125  0.0880
H: 6.932 0.072 -3.090  0.0832
H: 5.276 -0.559 -3.149  0.0835
H: 5.588 1.093 -2.564  0.0861
H: -1.046 -0.947 1.689  0.1651
H: 0.482 -5.132 2.069  0.0880
H: 0.846 -4.622 0.398  0.0893
H: 1.843 -4.039 1.730  0.0902
H: 0.471 -0.995 -1.624  0.0803
H: -0.966 -0.635 -2.589  0.0885
H: -0.742 -2.236 -1.859  0.1001

This record from the OMol25 dataset describes C27H44AsBrN5OTi as an isolated structure at a distorted geometry. The level of theory is ωB97M-V/def2-TZVPD.

* total charge: +2
* gap between HOMO and LUMO (alpha / beta): 7.28 / 7.48 eV
* multiplicity: 2
* LUMO level (alpha / beta): -5.98 / -5.78 eV
* electronic energy: -7063.0605 a.u.
* HOMO level (alpha / beta): -13.26 / -13.26 eV

Each line ends with the Löwdin charge.
Atoms and positions in Å:
Ti: 12.102 14.255 5.990  0.7626
C: 7.007 14.145 8.228  -0.0111
N: 8.370 14.659 8.223  -0.1318
C: 8.764 15.411 9.361  -0.0286
C: 9.204 14.436 7.160  -0.3454
N: 10.403 14.943 7.046  0.0423
N: 8.729 13.621 6.153  0.1812
C: 9.296 13.415 4.931  -0.4547
N: 8.377 13.098 3.977  0.2006
N: 10.535 13.644 4.665  0.0487
H: 6.499 14.702 9.005  0.1031
H: 6.978 13.083 8.538  0.1234
H: 6.488 14.384 7.308  0.0998
H: 8.369 15.076 10.289  0.1012
H: 8.569 16.496 9.249  0.1302
H: 9.830 15.226 9.506  0.0871
H: 10.555 15.504 7.873  0.0160
H: 7.768 13.356 6.283  0.1286
H: 7.543 12.688 4.304  0.1031
H: 8.701 12.569 3.157  0.1470
H: 10.781 13.298 3.736  0.0964
C: 17.046 8.089 7.313  -0.0771
C: 16.785 9.016 6.172  -0.5499
C: 18.127 9.708 5.884  -0.0325
C: 16.297 8.143 4.936  -0.0063
C: 15.665 10.012 6.437  -0.1344
C: 15.429 10.971 5.468  -0.0713
C: 14.448 11.900 5.723  -0.5140
Br: 14.120 13.249 4.415  0.9167
C: 13.694 11.917 6.872  -0.3486
O: 12.821 12.931 6.980  -0.3028
C: 13.846 10.902 7.830  -0.0859
C: 14.879 10.021 7.616  0.0658
C: 12.859 10.744 9.021  -0.5523
C: 13.121 11.865 10.018  -0.0210
C: 11.476 10.886 8.377  -0.0443
C: 12.952 9.377 9.593  -0.0637
H: 17.740 7.310 6.953  0.1072
H: 16.159 7.508 7.418  0.0784
H: 17.382 8.456 8.257  0.0893
H: 18.892 9.206 5.307  0.0876
H: 18.457 10.089 6.903  0.1149
H: 17.902 10.611 5.231  0.0824
H: 16.953 7.310 4.887  0.0736
H: 16.383 8.780 4.056  0.0816
H: 15.299 7.771 4.991  0.0793
H: 16.002 11.045 4.537  0.1199
H: 15.036 9.212 8.293  0.0984
H: 12.931 12.950 9.560  0.1120
H: 14.148 11.844 10.375  0.0925
H: 12.441 11.776 10.827  0.0725
H: 11.264 11.953 8.261  0.0527
H: 10.764 10.362 9.044  0.0954
H: 11.447 10.431 7.338  0.1197
H: 13.908 9.232 10.132  0.1077
H: 12.810 8.603 8.885  0.0847
H: 12.097 9.110 10.270  0.1129
C: 12.684 16.637 8.884  -0.2422
As: 13.466 16.382 7.085  1.1173
C: 15.339 16.186 7.399  -0.2690
C: 13.214 18.078 6.166  -0.3320
C: 13.159 19.329 7.037  -0.3175
C: 14.440 19.833 7.414  -0.0594
C: 14.485 20.997 8.147  -0.0752
C: 13.321 21.638 8.614  -0.0557
C: 12.047 21.152 8.229  -0.0484
C: 11.997 19.910 7.518  -0.0715
H: 13.239 17.405 9.490  0.0758
H: 12.539 15.716 9.406  0.0116
H: 11.768 17.094 8.513  -0.0001
H: 15.744 17.050 7.972  0.0592
H: 15.800 16.086 6.443  0.0248
H: 15.460 15.309 7.967  0.0142
H: 12.229 17.919 5.697  0.0572
H: 13.866 18.311 5.271  0.1162
H: 15.358 19.335 7.098  0.1104
H: 15.490 21.336 8.284  0.1052
H: 13.492 22.584 9.115  0.1073
H: 11.088 21.488 8.708  0.1217
H: 11.005 19.597 7.173  0.1090